C3H7NO2S | wB97M-V/def2-TZVPD

Positions of all 14 atoms, in Å:
O: 2.05445 0.84071 -1.82218
C: 1.71647 0.22528 -0.85987
O: 2.05821 -1.06032 -0.66720
N: 1.00643 0.79268 0.19281
C: -0.41261 0.90065 0.32218
C: -1.09650 -0.49312 0.20717
S: -2.90010 -0.41742 0.56303
H: 2.27513 -1.38102 -1.53536
H: 1.50920 1.13233 0.99599
H: -0.71295 1.34025 1.26915
H: -0.92893 1.54699 -0.40976
H: -1.06139 -0.99882 -0.75075
H: -0.59042 -1.04195 1.00101
H: -2.91699 -1.38625 1.49377

largest force on an atom: 2.5 eV/A
highest occupied orbital energy: -0.33323 Ha
LUMO: 0.64 eV

These are the natural (NBO) partial charges, in e, on atoms 1 to 4: -0.560, 0.895, -0.671, -0.736

C3H7NO2S | wB97M-V/def2-TZVPD

Positions of all 14 atoms, in Å:
C: -0.77422 -0.99481 -0.58290
C: -0.55043 -0.26580 0.82114
S: -3.15272 0.46207 -0.13743
N: 0.42019 -1.40413 0.32289
C: 2.60146 1.03944 -0.46839
O: 2.21388 1.32489 0.70678
O: 2.77285 -0.10755 -0.97210
H: -0.78405 -0.15213 -1.27330
H: -1.66350 -1.53794 -0.52939
H: -0.92003 -0.65814 1.78396
H: -0.14935 0.71843 1.01678
H: -4.21509 0.68321 0.58337
H: 1.28683 -1.01931 -0.12330
H: 2.91418 1.91178 -1.14810

largest force on an atom: 4.7 eV/A
highest occupied orbital energy: -0.32978 Ha
LUMO: -5.73 eV

These are the natural (NBO) partial charges, in e, on atoms 1 to 4: -0.176, -0.237, 0.011, -0.434

C3H7NO2S | wB97M-V/def2-TZVPD

Positions of all 14 atoms, in Å:
N: -1.94006 -0.51830 -1.47309
S: -1.27872 -0.06205 -0.18277
O: -2.16198 -0.10880 1.02571
C: 0.19542 -1.07675 0.00822
C: 1.12484 -0.15175 0.77561
C: 0.91509 1.15245 -0.07002
O: -0.48884 1.36451 -0.30326
H: -2.96990 -0.40678 -1.39851
H: 0.53133 -1.02512 -0.95213
H: 0.11958 -2.01201 0.51715
H: 2.25799 -0.33441 0.91424
H: 0.90152 -0.00807 1.90569
H: 1.36794 2.12175 0.39420
H: 1.42578 1.06533 -1.16105

largest force on an atom: 4.4 eV/A
highest occupied orbital energy: -0.35508 Ha
LUMO: 0.73 eV

These are the natural (NBO) partial charges, in e, on atoms 1 to 4: -1.150, 2.165, -0.920, -0.642

C3H7NO2S2 | wB97M-V/def2-TZVPD

Positions of all 15 atoms, in Å:
C: 0.95850 -0.35380 -0.99156
C: -0.17296 -0.74531 1.35142
C: -0.23652 -0.66401 -0.13353
N: -0.75120 1.59013 -0.28191
O: 1.97999 0.24367 -0.43448
O: 0.94241 -0.66170 -2.16390
S: 0.58091 0.73573 2.13820
S: -1.45654 -1.55095 -0.94726
H: -1.17223 -0.88107 1.76825
H: 0.44810 -1.59612 1.65107
H: 1.81380 0.49568 0.51652
H: -1.75755 1.49493 -0.38912
H: -0.35946 1.82770 -1.18605
H: -0.04904 1.53622 1.20680
H: -0.76820 -1.47109 -2.10445

largest force on an atom: 2.7 eV/A
highest occupied orbital energy (alpha / beta): -0.33364 / -0.33243 Ha
LUMO (alpha / beta): -1.16 / -1.16 eV

These are the natural (NBO) partial charges, in e, on atoms 1 to 4: 0.723, -0.598, -0.066, -0.961

C3H7NO3 | wB97M-V/def2-TZVPD

Positions of all 14 atoms, in Å:
N: -0.68928 1.29375 0.03922
C: -0.66949 -0.13071 -0.09317
O: -1.08801 -0.63325 1.16369
O: -1.53972 -0.63688 -1.09937
C: 0.70369 -0.62105 -0.50698
C: 1.92724 0.21676 0.43252
O: 1.68407 0.25661 -0.90832
H: -1.48939 1.61137 0.56819
H: -0.62278 1.73736 -0.86709
H: -0.82681 -1.56221 1.21290
H: -2.44526 -0.51277 -0.78740
H: 0.73882 -1.58289 -1.00475
H: 1.85727 1.16216 0.95119
H: 2.45965 -0.59825 0.89937

largest force on an atom: 3.3 eV/A
highest occupied orbital energy: -0.33514 Ha
LUMO: 0.76 eV

These are the natural (NBO) partial charges, in e, on atoms 1 to 4: -0.859, 0.567, -0.718, -0.737

C3H7NO3 | wB97M-V/def2-TZVPD

Positions of all 14 atoms, in Å:
N: 1.23350 -0.67506 0.21666
C: 0.26405 0.33837 0.08150
C: -0.83889 -0.08833 -0.87442
O: -0.31830 -0.06849 -2.27967
C: -0.33253 0.79584 1.52151
O: -1.10252 1.64311 1.73901
O: 0.21685 -0.03432 2.44084
H: 2.19354 -0.28309 0.21945
H: 1.21108 -1.12113 -0.65615
H: 0.65607 1.33781 -0.24905
H: -1.37611 -1.08761 -0.65728
H: -1.72518 0.52885 -0.78158
H: -0.91116 -0.77795 -2.62246
H: 0.82961 -0.50799 1.90166

largest force on an atom: 4.3 eV/A
highest occupied orbital energy: -0.36742 Ha
LUMO: 0.59 eV

These are the natural (NBO) partial charges, in e, on atoms 1 to 4: -0.846, -0.200, -0.100, -0.723

C3H7NO3 | wB97M-V/def2-TZVPD

Positions of all 14 atoms, in Å:
O: 2.24554 -0.72397 -1.05344
C: 1.41563 0.14035 -1.26777
O: 1.33921 0.79425 -2.42674
C: 0.51877 0.68343 -0.18664
C: -0.44510 -0.44678 0.30171
N: -1.19476 0.00001 1.44897
O: -2.05499 -1.06502 1.97468
H: 2.16386 0.46720 -3.14013
H: 1.03262 1.11875 0.85346
H: -0.29339 1.50570 -0.79749
H: -0.01213 -1.35853 0.80492
H: -0.99322 -0.86536 -0.31202
H: -0.69521 0.35387 2.01828
H: -3.02682 -0.60389 1.78221

largest force on an atom: 15.1 eV/A
highest occupied orbital energy: -0.33042 Ha
LUMO: 0.43 eV

These are the natural (NBO) partial charges, in e, on atoms 1 to 4: -0.593, 0.765, -0.682, -0.514

C3H7NO3 | wB97M-V/def2-TZVPD

Positions of all 14 atoms, in Å:
N: -0.95706 0.02385 -0.71226
C: -0.95348 0.25124 0.71128
C: -1.35685 1.64546 1.11780
O: -1.51633 2.55166 0.35649
H: -1.55994 -0.74239 -0.98905
H: -1.28019 0.83634 -1.21486
H: 0.04372 0.12488 1.15888
H: -1.58964 -0.44741 1.26087
H: -1.49208 1.78036 2.20406
O: 1.15989 -2.31089 0.09199
C: 2.00264 -1.60109 -0.39029
O: 1.73300 -0.49522 -1.06155
H: 3.05972 -1.87121 -0.33997
H: 0.73373 -0.39544 -0.98226

largest force on an atom: 0.7 eV/A
highest occupied orbital energy: -0.37572 Ha
LUMO: 0.76 eV

These are the natural (NBO) partial charges, in e, on atoms 1 to 4: -0.850, -0.333, 0.437, -0.523

C3H7NO3 | wB97M-V/def2-TZVPD

Positions of all 14 atoms, in Å:
C: -1.89013 -0.21112 0.15082
C: -0.68115 0.55966 -0.31226
O: -0.08132 1.36869 0.45688
O: -0.77839 0.87603 -1.62769
H: -2.73682 0.47393 0.20824
H: -1.70822 -0.62156 1.14080
H: -2.13241 -0.99491 -0.56303
H: -0.14733 1.58245 -1.83158
N: 1.99071 -0.01352 0.80405
C: 1.61633 -1.02087 0.05884
O: 2.02035 -2.10500 -0.24534
H: 1.16159 0.83059 0.80932
H: 2.88493 -0.06363 1.26961
H: 0.48186 -0.66075 -0.31866

largest force on an atom: 3.8 eV/A
highest occupied orbital energy: -0.35441 Ha
LUMO: 0.11 eV

These are the natural (NBO) partial charges, in e, on atoms 1 to 4: -0.701, 0.771, -0.677, -0.667

C3H7NO3 | wB97M-V/def2-TZVPD

Positions of all 14 atoms, in Å:
C: -1.67353 -0.45183 0.26076
C: -0.36040 -0.72701 -0.45425
C: 0.63380 0.49283 -0.10408
O: 0.10015 1.64192 -0.63919
O: 0.94242 0.56805 1.21812
N: 1.77092 0.00743 -0.88122
O: 2.64496 -0.45178 -0.14364
H: -2.35817 -1.27658 0.07031
H: -1.51031 -0.36115 1.33203
H: -2.11859 0.46821 -0.10812
H: 0.09377 -1.65450 -0.10574
H: -0.49006 -0.75229 -1.53405
H: 0.42660 2.39437 -0.12979
H: 1.89843 0.10233 1.21884

largest force on an atom: 2.8 eV/A
highest occupied orbital energy: -0.36551 Ha
LUMO: -0.74 eV

These are the natural (NBO) partial charges, in e, on atoms 1 to 4: -0.615, -0.418, 0.536, -0.695